128
Properties=species:S:1:pos:R:3:forces:R:3 method="wB97M-V/def2-TZVPD" e_homo_ev=-8.72 orbital_gap_ev=9.115 e_lumo_ev=0.39
C -3.036 -1.378 8.608 -1.652 1.455 -0.002
S -2.553 -0.056 7.425 2.610 -1.593 1.144
O -1.312 0.549 8.066 -1.386 -0.297 -1.179
C -1.990 -1.344 6.180 0.544 0.894 0.032
H -3.817 -1.880 8.038 0.188 -0.767 0.294
H -3.578 -0.827 9.377 -0.071 0.083 0.144
H -2.306 -1.966 9.164 0.409 -0.028 -0.943
H -1.221 -1.958 6.650 -0.290 -0.133 0.289
H -1.474 -0.864 5.349 -0.264 0.341 -0.088
H -2.823 -1.933 5.795 -0.055 0.036 0.214
C -5.740 2.487 -3.312 -0.536 0.107 -0.477
S -4.210 1.793 -4.137 -0.195 0.958 -0.609
O -3.732 2.749 -5.233 -0.735 -0.892 1.560
C -3.003 1.889 -2.790 -0.956 0.700 0.303
H -6.048 2.063 -2.356 0.726 -0.465 0.075
H -6.562 2.250 -3.987 0.149 -0.263 -0.278
H -5.845 3.566 -3.196 0.938 0.184 -0.126
H -3.188 1.101 -2.060 0.339 -0.519 -0.450
H -3.188 2.778 -2.186 0.310 0.398 -0.373
H -2.046 1.929 -3.310 0.075 -0.212 0.357
C -2.909 -4.581 3.398 -0.263 0.913 -0.263
C -2.640 -5.907 3.452 0.526 -1.173 -0.240
C -1.490 -6.401 2.845 1.314 1.213 -1.286
C -0.566 -5.498 2.206 -1.435 -0.035 1.762
C -0.751 -4.096 2.441 1.409 -2.871 -1.580
C -1.929 -3.698 2.942 -1.528 1.427 0.877
H -3.940 -4.318 3.587 0.091 0.671 0.469
H -3.359 -6.581 3.894 -0.058 -0.160 -0.094
H -1.371 -7.471 2.755 0.227 -0.051 -0.016
H 0.234 -5.880 1.589 0.213 -0.017 0.188
H -0.053 -3.362 2.067 0.167 -0.011 0.011
H -2.041 -2.624 2.950 -0.528 0.158 0.210
C 0.324 4.880 -4.299 2.463 -0.442 0.951
C 0.700 4.979 -2.917 -2.032 1.649 -1.026
C -0.338 5.315 -2.069 -1.755 0.264 0.743
C -1.700 5.472 -2.489 1.093 0.050 -1.840
C -1.978 5.320 -3.845 0.737 -1.155 -0.235
C -0.937 5.008 -4.762 -1.584 -0.048 0.972
H 1.071 4.613 -5.031 0.340 0.122 0.042
H 1.664 5.236 -2.502 0.522 -0.971 -0.420
H -0.149 5.485 -1.019 0.272 0.083 0.159
H -2.563 5.849 -1.960 0.391 -0.317 1.051
H -3.000 5.198 -4.170 -0.160 0.581 -0.182
H -1.126 4.778 -5.800 -0.266 0.190 -0.055
C -1.817 -1.965 -2.976 -2.196 1.015 0.656
C -2.428 -2.272 -1.774 -1.219 0.720 -1.822
C -1.784 -3.008 -0.844 -1.188 0.390 0.606
C -0.529 -3.456 -1.153 0.722 -1.097 1.986
C 0.091 -3.145 -2.317 1.294 0.014 -0.394
C -0.566 -2.363 -3.216 0.815 0.188 -2.265
H -2.393 -1.351 -3.653 0.144 -0.052 -0.423
H -3.469 -1.982 -1.754 -0.117 0.151 0.876
H -2.341 -3.069 0.079 0.539 -0.884 0.438
H -0.022 -4.068 -0.421 0.247 -0.074 0.103
H 1.123 -3.403 -2.506 -0.013 -0.423 0.031
H -0.221 -2.125 -4.211 0.817 -0.016 0.043
C 0.327 1.835 -5.674 -0.004 -0.506 0.530
C 1.171 2.472 -6.547 0.923 -0.016 -0.784
C 2.541 2.306 -6.460 0.005 -0.754 1.822
C 3.040 1.598 -5.343 -0.445 1.276 -0.596
C 2.181 1.152 -4.294 1.944 -0.228 -1.813
C 0.838 1.133 -4.539 -1.362 0.843 -1.226
H -0.712 1.910 -5.960 -0.367 -0.315 0.661
H 0.887 3.044 -7.418 -0.882 0.014 0.095
H 3.159 2.772 -7.213 0.349 -0.261 0.068
H 4.116 1.504 -5.367 0.184 -0.281 0.737
H 2.658 0.688 -3.443 -0.261 -0.188 0.219
H 0.169 0.548 -3.924 -0.153 0.248 0.296
C 3.199 -3.343 0.544 -1.637 0.624 -1.020
C 2.911 -2.492 -0.505 1.593 1.298 -2.757
C 3.936 -2.142 -1.487 0.053 -1.986 2.116
C 5.189 -2.775 -1.338 -0.817 1.312 0.689
C 5.456 -3.570 -0.236 -0.881 -1.137 1.158
C 4.435 -3.876 0.710 1.303 -0.177 -0.902
H 2.312 -3.659 1.072 0.251 -0.104 0.736
H 1.895 -2.166 -0.673 0.003 0.210 0.135
H 3.940 -1.544 -2.387 -1.179 0.377 0.153
H 5.942 -2.431 -2.031 0.372 -0.561 -0.073
H 6.384 -4.106 -0.099 0.310 0.273 -0.183
H 4.518 -4.604 1.505 0.688 -0.006 0.036
C 2.825 0.056 3.134 1.729 -0.795 1.144
C 2.139 -0.175 4.310 -0.538 0.276 1.268
C 2.721 -0.779 5.476 -0.530 -1.373 -2.487
C 3.943 -1.425 5.293 -0.731 0.892 0.634
C 4.691 -1.162 4.165 0.102 0.517 -0.258
C 4.160 -0.398 3.122 0.001 0.223 -0.141
H 2.447 0.644 2.311 -0.238 -0.103 0.002
H 1.115 0.167 4.320 -0.179 0.068 0.411
H 2.134 -1.102 6.323 -0.276 0.639 0.152
H 4.320 -2.066 6.077 0.219 0.048 0.099
H 5.725 -1.465 4.243 0.153 -0.134 -0.750
H 4.775 -0.079 2.294 0.242 -0.270 -0.142
O -0.958 0.357 2.979 0.744 0.403 -4.764
C -0.594 0.585 1.778 0.477 -1.186 4.240
O -0.163 1.809 1.459 -0.764 0.139 3.050
C 0.408 1.903 0.236 0.967 -0.369 -3.370
C -0.153 0.719 -0.519 -0.433 -0.347 -1.302
C -0.361 -0.356 0.566 -1.812 1.287 0.301
H 1.482 1.755 0.124 0.413 0.612 1.257
H 0.131 2.861 -0.203 0.171 -0.054 -0.037
H 0.433 0.405 -1.383 0.451 -0.117 0.266
H -1.053 1.099 -1.003 -0.653 -0.677 0.392
H 0.403 -1.121 0.701 0.268 0.438 0.183
H -1.308 -0.878 0.434 0.094 -0.107 -0.103
O -4.231 0.899 0.054 -0.567 -1.248 1.986
C -4.535 0.348 1.107 0.118 0.797 -2.083
O -4.018 -0.858 1.480 0.202 0.838 -1.090
C -4.151 -0.960 2.856 -1.597 0.124 3.251
C -5.498 -0.240 3.239 0.578 0.806 -0.598
C -5.510 0.850 2.176 0.076 -0.785 -1.578
H -3.374 -0.428 3.405 0.551 -0.277 -0.350
H -4.229 -1.996 3.188 0.412 0.007 -0.378
H -5.594 0.368 4.139 0.596 -0.992 0.707
H -6.333 -0.938 3.175 -0.065 0.225 -0.179
H -5.110 1.831 2.432 -0.384 -0.008 0.478
H -6.500 0.909 1.724 0.152 0.548 -0.185
O 3.105 3.843 -0.412 1.501 -1.608 -1.120
C 3.931 3.266 -1.100 0.232 0.611 0.607
O 4.643 2.127 -0.726 -0.371 0.798 -0.689
C 5.615 1.790 -1.779 0.076 -1.983 1.798
C 5.797 2.920 -2.664 -0.781 2.359 -0.744
C 4.455 3.674 -2.468 0.103 -0.235 -0.710
H 5.298 0.901 -2.324 -0.440 -0.095 0.254
H 6.570 1.548 -1.314 -0.288 -0.254 0.450
H 5.895 2.577 -3.694 0.283 0.308 0.025
H 6.650 3.518 -2.345 -0.024 0.113 -0.276
H 3.796 3.240 -3.221 -0.496 0.097 0.077
H 4.451 4.750 -2.647 0.115 -0.101 0.289